A:
{"formula": "C8H11N", "method": "wB97M-V/def2-TZVPD", "elements": ["C", "C", "C", "C", "C", "C", "C", "C", "N", "H", "H", "H", "H", "H", "H", "H", "H", "H", "H", "H"], "positions_angstrom": [[-2.622, -1.651, -0.875], [-0.248, 0.488, 1.734], [0.488, -0.163, 0.878], [-1.585, 0.763, -0.676], [-0.272, 0.960, 0.280], [0.454, 2.217, -0.128], [0.850, -2.160, -0.474], [1.512, -1.114, 0.578], [-2.135, -0.603, -0.716], [-0.601, 0.670, 2.695], [-2.419, 1.398, -0.243], [-1.218, 0.961, -1.693], [0.187, 3.145, 0.431], [0.208, 2.531, -1.105], [1.554, 2.086, -0.123], [0.091, -1.593, -1.091], [0.221, -2.965, -0.097], [1.599, -2.648, -1.054], [2.325, -0.718, 0.131], [1.608, -1.605, 1.548]], "orbital_gap_ev": 10.19}


B:
{"formula": "C8H11N", "method": "wB97M-V/def2-TZVPD", "elements": ["C", "C", "C", "C", "N", "C", "C", "C", "C", "H", "H", "H", "H", "H", "H", "H", "H", "H", "H", "H"], "positions_angstrom": [[-2.220, -0.234, -0.348], [-1.663, 0.988, -0.487], [-0.244, 1.458, 0.247], [1.354, 1.081, -0.013], [1.960, -0.068, -0.757], [1.617, -1.324, 0.044], [0.097, -0.864, 0.165], [-1.484, -1.368, 0.347], [0.369, 0.505, 1.023], [-3.143, -0.353, -0.984], [-2.004, 1.644, -1.154], [-0.150, 2.594, 0.696], [1.938, 1.950, -0.013], [1.875, -0.007, -1.851], [1.751, -2.143, -0.693], [2.410, -1.219, 1.013], [-0.126, -0.474, -0.841], [-1.815, -1.303, 1.341], [-1.708, -2.310, -0.180], [0.298, 0.644, 2.103]], "smiles": "C1=C[C@@H]2[C@@H]3NC[C@@H](C1)[C@H]23", "orbital_gap_ev": 9.04}


Last place for stability: B


A:
{"formula": "C2H3N3O3", "method": "wB97M-V/def2-TZVPD", "elements": ["O", "C", "N", "C", "O", "N", "O", "N", "H", "H", "H"], "positions_angstrom": [[-2.577, -0.269, 0.110], [-1.217, -0.169, -0.077], [-0.507, -1.216, -0.064], [0.767, -0.754, -0.088], [1.967, -1.362, 0.216], [0.666, 0.581, -0.342], [1.532, 1.596, 0.234], [-0.659, 0.968, -0.008], [-2.841, 0.597, 0.687], [1.940, -2.371, -0.250], [0.929, 2.398, -0.418]], "smiles": "Oc1nc(O)n(O)n1", "orbital_gap_ev": 9.90}


B:
{"formula": "C2H3N3O3", "method": "wB97M-V/def2-TZVPD", "elements": ["O", "C", "N", "N", "C", "O", "O", "N", "H", "H", "H"], "positions_angstrom": [[-2.545, 0.116, -0.202], [-1.399, 0.083, -0.027], [-0.406, 1.051, -0.238], [0.715, 0.932, 0.548], [1.354, -0.059, 0.095], [2.489, -0.135, -0.328], [0.510, -1.029, -0.183], [-0.675, -1.111, 0.462], [-0.595, 2.108, -0.423], [1.169, 1.879, 0.432], [-1.379, -1.861, -0.120]], "smiles": "O=C1NNC(=O)ON1", "orbital_gap_ev": 10.02}


Last place for stability: A


A:
{"formula": "C4H9NO3", "method": "wB97M-V/def2-TZVPD", "elements": ["C", "N", "C", "C", "O", "C", "O", "O", "H", "H", "H", "H", "H", "H", "H", "H", "H"], "positions_angstrom": [[-1.317, 1.031, 0.291], [0.015, 0.702, -0.218], [-0.022, 0.865, -1.951], [0.382, -0.631, -0.134], [-0.570, -1.589, -0.423], [0.813, -0.650, 1.689], [0.149, -0.482, 2.689], [2.112, -1.048, 1.787], [-2.100, 0.359, -0.073], [-1.567, 2.054, -0.005], [-1.310, 1.011, 1.383], [-1.007, 0.578, -2.318], [0.763, 0.302, -2.457], [0.159, 1.932, -2.069], [1.351, -0.858, -0.581], [-0.144, -2.458, -0.357], [2.294, -1.118, 2.748]], "smiles": "CN(C)[C@H](O)C(=O)O", "orbital_gap_ev": 9.49}


B:
{"formula": "C4H9NO3", "method": "wB97M-V/def2-TZVPD", "elements": ["C", "C", "O", "N", "C", "C", "O", "O", "H", "H", "H", "H", "H", "H", "H", "H", "H"], "positions_angstrom": [[1.779, -0.154, 1.263], [1.161, -0.579, -0.049], [1.793, -1.206, -0.872], [-0.251, -0.496, -0.170], [-0.857, -1.060, -1.367], [-0.873, 0.636, 0.405], [-0.015, 1.821, 0.020], [-2.182, 0.735, -0.005], [2.532, -0.891, 1.530], [1.078, -0.045, 2.083], [2.277, 0.803, 1.104], [-1.846, -1.451, -1.124], [-0.184, -1.839, -1.731], [-0.964, -0.309, -2.156], [-0.754, 0.654, 1.494], [-0.074, 1.966, -0.933], [-2.620, 1.414, 0.507]], "smiles": "CC(=O)N(C)C(O)O", "orbital_gap_ev": 9.99}


Last place for stability: A


A:
{"formula": "C4H9NO3", "method": "wB97M-V/def2-TZVPD", "elements": ["C", "C", "O", "C", "N", "C", "O", "O", "H", "H", "H", "H", "H", "H", "H", "H", "H"], "positions_angstrom": [[-2.091, 0.554, -1.260], [-0.611, 0.262, -1.113], [0.179, 1.401, -1.437], [-0.298, -0.275, 0.278], [1.136, -0.410, 0.448], [1.642, -0.764, 1.653], [1.003, -0.987, 2.658], [2.992, -0.819, 1.618], [-2.314, 1.557, -0.892], [-2.710, -0.159, -0.720], [-2.386, 0.548, -2.306], [-0.285, -0.492, -1.828], [0.202, 1.986, -0.671], [-0.625, 0.455, 1.017], [-0.828, -1.220, 0.401], [1.748, -0.519, -0.347], [3.249, -1.119, 2.503]], "smiles": "C[C@@H](O)CNC(=O)O", "orbital_gap_ev": 10.80}


B:
{"formula": "C4H9NO3", "method": "wB97M-V/def2-TZVPD", "elements": ["C", "C", "C", "O", "N", "C", "O", "H", "H", "H", "H", "H", "H", "H", "O", "H", "H"], "positions_angstrom": [[-2.018, -0.019, 1.413], [-1.047, -1.151, 0.877], [0.421, -0.881, 0.818], [1.205, -1.398, 1.582], [0.916, -0.024, -0.172], [0.054, 0.633, -1.027], [0.440, 1.089, -2.093], [-2.346, -0.271, 2.420], [-1.491, 0.928, 1.458], [-2.910, -0.146, 0.805], [-1.162, -1.916, 1.651], [-1.447, -1.694, 0.020], [1.885, 0.012, -0.473], [-1.007, 0.744, -0.795], [3.145, 1.093, -2.230], [3.195, 2.036, -2.042], [2.167, 0.961, -2.213]], "smiles": "CCC(=O)NC=O.O", "orbital_gap_ev": 11.07}


C:
{"formula": "C4H9NO3", "method": "wB97M-V/def2-TZVPD", "elements": ["N", "C", "O", "O", "H", "H", "H", "C", "C", "C", "O", "H", "H", "H", "H", "H", "H"], "positions_angstrom": [[1.894, 0.096, 2.493], [0.876, 0.738, 3.156], [0.986, 1.231, 4.240], [-0.313, 0.694, 2.509], [2.804, 0.220, 2.904], [1.884, 0.052, 1.491], [-0.285, 0.014, 1.823], [-1.529, 0.040, -0.452], [-0.583, 0.148, -1.366], [-0.356, -0.843, -2.466], [-0.091, -0.158, -3.688], [-1.663, 0.775, 0.324], [-2.222, -0.791, -0.525], [0.134, 0.964, -1.367], [0.520, -1.440, -2.241], [-1.194, -1.523, -2.578], [-0.863, -0.215, -4.256]], "smiles": "NC(=O)O.C=CCO", "orbital_gap_ev": 11.04}


Last place for stability: C